Record 1
88
Properties=species:S:1:pos:R:3 method="wB97M-V/def2-TZVPD" energy_ev=-41394.4165 lumo_energy_ev="2.28 / 2.20" spin_multiplicity=2 homo_lumo_gap_ev="1.4 / 8.3" total_charge=-1 relative_energy_kcal_mol=0.0 fmax_ev_per_a=3.18
O -0.022 0.230 1.087
H 0.388 0.985 0.666
H -0.420 0.584 1.882
C 0.860 5.365 1.725
C 1.027 5.187 0.235
C 0.535 3.779 -0.166
O 1.068 2.623 0.552
C 2.414 2.437 0.182
N 0.433 6.290 -0.547
H 1.130 4.495 2.324
H -0.217 5.468 1.858
H 1.309 6.241 2.191
H 2.090 5.120 0.000
H 0.552 3.637 -1.247
H -0.538 3.730 0.018
H 2.444 2.162 -0.872
H 2.857 1.603 0.726
H 3.082 3.292 0.283
H 1.046 7.066 -0.342
H 0.670 6.123 -1.514
C -2.802 2.701 1.811
C -3.092 2.536 3.284
C -1.761 2.048 3.980
O -1.417 0.689 3.596
C -0.338 0.129 4.308
N -3.597 3.738 3.892
H -2.538 1.713 1.433
H -1.970 3.405 1.788
H -3.614 3.091 1.198
H -3.874 1.778 3.327
H -1.982 2.064 5.047
H -0.936 2.748 3.852
H -0.248 -0.888 3.929
H -0.437 0.066 5.392
H 0.586 0.635 4.028
H -2.814 4.249 4.273
H -3.881 4.362 3.151
C 0.650 0.531 -5.914
C -0.780 0.873 -5.343
C -0.813 1.557 -4.000
O -2.122 1.603 -3.436
C -2.278 2.190 -2.155
N -1.578 1.628 -6.301
H 1.136 -0.366 -5.529
H 1.335 1.367 -6.054
H 0.565 0.332 -6.982
H -1.263 -0.098 -5.240
H -0.436 2.576 -4.076
H -0.067 1.093 -3.354
H -3.201 1.912 -1.645
H -2.211 3.277 -2.209
H -1.495 1.847 -1.480
H -1.781 1.093 -7.134
H -2.450 1.868 -5.851
C 3.457 -5.774 3.021
C 2.006 -6.047 2.457
C 1.623 -5.179 1.275
O 1.855 -3.778 1.571
C 0.992 -3.014 2.332
N 1.863 -7.447 2.085
H 3.500 -4.744 3.375
H 4.271 -5.855 2.301
H 3.728 -6.478 3.807
H 1.351 -5.802 3.293
H 0.643 -5.367 0.837
H 2.179 -5.341 0.351
H -0.013 -3.218 1.962
H 1.336 -1.986 2.225
H 1.227 -3.392 3.327
H 0.863 -7.572 2.161
H 2.102 -8.029 2.875
C 1.489 -3.551 -2.489
C 0.749 -2.536 -1.693
C -0.653 -2.999 -1.080
O -1.527 -3.180 -2.242
C -2.451 -2.154 -2.524
N 1.553 -2.054 -0.556
H 1.654 -4.487 -1.954
H 2.467 -3.189 -2.805
H 0.878 -3.873 -3.333
H 0.614 -1.666 -2.336
H -1.028 -2.359 -0.281
H -0.547 -3.961 -0.579
H -3.163 -1.779 -1.789
H -3.057 -2.441 -3.384
H -1.877 -1.324 -2.936
H 1.044 -1.380 -0.002
H 1.671 -2.811 0.102

Record 2
80
Properties=species:S:1:pos:R:3 method="wB97M-V/def2-TZVPD" energy_ev=-150345.6838 lumo_energy_ev="-7.78 / -7.42" spin_multiplicity=2 homo_lumo_gap_ev="4.5 / 4.8" total_charge=+2 fmax_ev_per_a=2.94
Fe -1.049 -0.953 -0.584
O 1.887 -5.065 -2.163
C 1.760 -4.361 -3.268
C 2.366 -4.877 -4.437
C 2.217 -4.202 -5.615
C 1.479 -3.005 -5.653
C 0.908 -2.474 -4.490
C 1.046 -3.127 -3.293
C 0.538 -2.522 -2.005
O -0.204 -1.394 -2.187
N -0.224 -3.575 -1.267
N -0.973 -2.892 -0.283
C -1.655 -3.572 0.548
C -2.560 -2.940 1.473
Br -2.810 -1.060 1.144
C -3.152 -3.637 2.462
C -4.062 -3.260 3.523
C -4.074 -4.083 4.659
C -4.919 -3.807 5.717
C -5.788 -2.729 5.641
C -5.813 -1.926 4.507
C -4.954 -2.180 3.456
H 1.298 -4.710 -1.459
H 2.911 -5.809 -4.362
H 2.657 -4.588 -6.524
H 1.359 -2.484 -6.593
H 0.370 -1.536 -4.510
H 1.424 -2.322 -1.374
H -0.893 -4.001 -1.908
H -1.592 -4.658 0.562
H -2.872 -4.687 2.470
H -3.412 -4.939 4.707
H -4.913 -4.442 6.592
H -6.464 -2.522 6.460
H -6.516 -1.107 4.441
H -5.024 -1.574 2.567
C 4.893 0.323 3.001
C 4.087 1.338 2.191
C 3.673 2.498 3.112
C 4.964 1.871 1.047
C 2.828 0.724 1.601
C 2.451 -0.600 1.814
C 1.296 -1.088 1.237
N 0.502 -0.341 0.470
C 0.830 0.953 0.266
C 1.975 1.495 0.809
C -0.139 1.703 -0.566
C -0.041 3.055 -0.843
C -0.999 3.683 -1.635
C -2.038 2.883 -2.114
C -2.081 1.544 -1.797
N -1.154 0.959 -1.034
C -0.950 5.162 -1.981
C -0.893 5.308 -3.510
C 0.268 5.855 -1.372
C -2.226 5.830 -1.443
H 5.784 0.808 3.398
H 5.223 -0.517 2.388
H 4.327 -0.062 3.852
H 4.563 2.942 3.558
H 3.027 2.151 3.919
H 3.150 3.285 2.567
H 5.871 2.311 1.462
H 4.460 2.645 0.467
H 5.258 1.068 0.368
H 3.046 -1.262 2.425
H 0.983 -2.111 1.397
H 2.213 2.532 0.618
H 0.784 3.623 -0.442
H -2.818 3.297 -2.736
H -2.878 0.907 -2.163
H -0.005 4.822 -3.920
H -0.851 6.365 -3.772
H -1.772 4.882 -3.994
H 1.205 5.431 -1.741
H 0.262 5.808 -0.281
H 0.257 6.908 -1.650
H -3.126 5.413 -1.895
H -2.203 6.896 -1.674
H -2.303 5.721 -0.359

Record 3
17
Properties=species:S:1:pos:R:3 method="wB97M-V/def2-TZVPD" energy_ev=-9440.3887 lumo_energy_ev=0.38 homo_lumo_gap_ev=10.5 relative_energy_kcal_mol=61.2 fmax_ev_per_a=0.71 smiles="CCC(C=O)C=O.[H][H]"
C -1.997 -0.278 -0.813
C -0.520 0.031 -1.004
C -0.073 0.053 1.509
O -0.286 -1.130 1.624
C 0.159 0.754 0.165
C 1.647 0.920 -0.128
O 2.191 0.436 -1.089
H -2.395 -0.669 -1.753
H -2.135 -1.037 -0.040
H -2.594 0.601 -0.534
H 0.031 -0.894 -1.189
H -0.378 0.627 -1.915
H -0.047 0.681 2.427
H 1.910 -1.885 1.081
H 2.500 -1.538 0.792
H -0.230 1.779 0.283
H 2.217 1.550 0.582

Record 4
14
Properties=species:S:1:pos:R:3 method="wB97M-V/def2-TZVPD" energy_ev=-11403.5640 lumo_energy_ev=0.07 homo_lumo_gap_ev=10.8 relative_energy_kcal_mol=32.0 fmax_ev_per_a=2.24 smiles="O=CO.O.O.O"
O -0.784 -2.201 0.059
C 0.355 -1.880 0.202
O 0.780 -1.115 1.228
H 1.167 -2.199 -0.470
H 1.512 -0.546 0.953
H 1.992 1.801 -0.957
H 2.125 2.115 0.650
O 2.036 1.479 -0.058
H 0.447 3.787 0.422
H -0.183 2.248 0.374
O -0.045 3.104 -0.027
H -1.594 -0.703 -1.008
H -2.939 0.102 -0.936
O -2.512 -0.682 -1.293

Record 5
104
Properties=species:S:1:pos:R:3 method="wB97M-V/def2-TZVPD" energy_ev=-60667.0246 lumo_energy_ev=-0.06 homo_lumo_gap_ev=8.2 relative_energy_kcal_mol=82.2 fmax_ev_per_a=3.26 smiles="COCCNCCOC.COCCNCCOC.COCCNCCOC.NC(N)=O.NC(N)=O.NC(N)=O.NC(N)=O"
C -0.347 -0.417 0.727
O -1.290 0.272 0.319
N -0.354 -1.764 0.584
N 0.691 0.080 1.432
H -1.211 -2.262 0.448
H 0.559 -2.178 0.677
H 0.594 1.079 1.580
H 1.231 -0.434 2.104
C -1.481 2.804 3.439
O -0.485 3.007 2.746
N -1.483 2.402 4.729
N -2.746 2.879 2.899
H -0.649 1.949 5.064
H -2.432 2.260 5.003
H -3.610 2.795 3.399
H -2.804 2.936 1.890
C -1.600 -0.946 4.763
O -0.713 -0.281 5.286
N -1.329 -1.947 3.876
N -2.908 -0.668 4.980
H -2.029 -2.265 3.233
H -0.344 -1.992 3.689
H -3.631 -1.307 4.704
H -3.060 0.064 5.649
C -2.669 3.346 -1.155
O -2.360 4.498 -1.475
N -3.578 2.565 -1.730
N -2.133 2.753 -0.036
H -3.988 2.853 -2.601
H -3.832 1.697 -1.287
H -2.148 1.742 0.109
H -1.389 3.287 0.387
C 4.419 0.042 0.511
O 5.121 -0.590 -0.542
C 5.560 -1.935 -0.455
C 4.490 -3.033 -0.793
N 3.397 -3.061 0.181
C 3.795 -3.656 1.482
C 2.932 -3.166 2.649
O 3.377 -1.974 3.252
C 2.688 -1.459 4.355
H 3.525 0.463 0.037
H 4.980 0.876 0.933
H 4.066 -0.717 1.208
H 6.062 -2.149 0.491
H 6.290 -2.014 -1.263
H 5.033 -3.977 -0.840
H 4.059 -2.763 -1.757
H 3.139 -2.100 0.357
H 4.883 -3.645 1.597
H 3.650 -4.722 1.276
H 3.023 -3.942 3.416
H 1.892 -3.035 2.332
H 3.048 -0.489 4.682
H 2.871 -2.107 5.227
H 1.614 -1.637 4.242
C 1.067 3.200 -0.824
O 2.441 3.293 -1.019
C 2.736 3.767 -2.367
C 4.232 3.446 -2.678
N 4.640 2.108 -2.398
C 4.168 1.119 -3.382
C 4.812 -0.256 -3.197
O 5.208 -0.858 -4.410
C 4.226 -1.367 -5.305
H 0.451 2.620 -1.522
H 0.534 4.066 -0.427
H 0.981 2.434 -0.036
H 2.647 4.850 -2.253
H 2.024 3.340 -3.071
H 4.855 4.139 -2.110
H 4.324 3.639 -3.750
H 4.224 1.838 -1.513
H 4.359 1.407 -4.417
H 3.076 1.070 -3.290
H 4.102 -0.895 -2.655
H 5.742 -0.298 -2.629
H 3.967 -0.638 -6.076
H 3.367 -1.802 -4.794
H 4.763 -2.140 -5.856
C -6.683 1.805 0.343
O -6.719 0.804 1.362
C -6.350 -0.528 1.099
C -4.901 -0.668 0.605
N -4.738 -0.331 -0.835
C -5.533 -1.013 -1.846
C -4.846 -0.928 -3.219
O -3.470 -1.327 -3.128
C -3.092 -2.603 -3.578
H -6.847 2.836 0.643
H -7.436 1.538 -0.405
H -5.703 1.716 -0.124
H -7.014 -1.018 0.385
H -6.282 -1.052 2.052
H -4.519 -1.696 0.673
H -4.225 -0.037 1.182
H -3.772 -0.501 -1.100
H -6.560 -0.645 -1.824
H -5.611 -2.107 -1.736
H -4.851 0.120 -3.520
H -5.266 -1.610 -3.958
H -2.321 -2.431 -4.330
H -3.832 -3.252 -4.060
H -2.759 -3.175 -2.708

Record 6
51
Properties=species:S:1:pos:R:3 method="wB97M-V/def2-TZVPD" energy_ev=-51621.5824 lumo_energy_ev=0.96 homo_lumo_gap_ev=4.8 total_charge=-1 relative_energy_kcal_mol=76.9 fmax_ev_per_a=3.71
Cd -0.086 1.650 0.340
C -3.415 1.170 0.633
C -2.875 -0.031 -0.273
N -1.582 0.126 -1.001
C -1.590 0.639 -2.384
C -2.078 2.093 -2.452
S -1.404 3.308 -1.160
C -2.878 4.070 -0.351
C -2.893 3.620 1.132
N -2.460 2.113 1.226
H -4.155 1.703 0.090
H -3.967 0.654 1.446
H -2.668 -0.916 0.414
H -3.742 -0.273 -0.982
H -1.203 -0.843 -0.834
H -0.586 0.523 -2.832
H -2.239 -0.004 -2.996
H -1.676 2.497 -3.365
H -3.167 2.249 -2.515
H -2.660 5.133 -0.451
H -3.825 3.923 -0.872
H -2.194 4.151 1.798
H -3.892 3.711 1.604
H -2.424 1.981 2.218
N 1.606 2.992 1.344
C 2.982 2.434 1.252
C 2.996 1.245 0.206
O 4.061 0.543 0.255
O 2.007 1.051 -0.612
H 1.528 3.587 0.530
H 1.557 3.638 2.144
H 3.283 1.964 2.222
H 3.832 3.125 1.041
O 3.163 -6.164 -2.297
C 3.877 -5.662 -1.399
O 5.120 -5.859 -1.155
C 3.187 -4.775 -0.457
C 3.803 -4.210 0.701
C 3.113 -3.154 1.319
N 1.828 -2.807 1.012
C 1.195 -3.521 0.101
C 1.822 -4.553 -0.651
C -0.256 -3.249 -0.210
O -0.869 -3.928 -1.043
O -0.668 -2.151 0.310
H 4.809 -4.499 0.926
H 3.592 -2.486 2.109
H 1.132 -5.051 -1.308
O 0.152 -0.206 1.764
H -0.160 -1.059 1.293
H 0.971 -0.490 2.168

Record 7
9
Properties=species:S:1:pos:R:3 method="wB97M-V/def2-TZVPD" energy_ev=-21143.5992 lumo_energy_ev=-0.06 homo_lumo_gap_ev=9.5 relative_energy_kcal_mol=47.3 fmax_ev_per_a=3.49
C 0.842 -0.695 1.118
C -0.166 0.652 -0.640
N 1.406 -1.694 0.930
N -0.663 -0.448 -1.125
N -0.038 0.256 1.296
O 0.033 1.755 -0.926
Cl 0.528 1.716 2.032
H -1.391 -0.809 -0.568
H -0.552 -0.734 -2.118

Record 8
110
Properties=species:S:1:pos:R:3 method="wB97M-V/def2-TZVPD" energy_ev=-68921.6960 lumo_energy_ev="1.48 / 1.44" spin_multiplicity=2 homo_lumo_gap_ev="1.3 / 8.9" total_charge=-1 relative_energy_kcal_mol=36.8 fmax_ev_per_a=2.79
C 1.587 2.195 -4.669
C 2.007 3.174 -5.768
O 1.048 3.618 -6.700
O 1.049 1.121 -5.385
H 0.742 2.637 -4.141
H 2.484 1.879 -4.136
H 2.681 2.602 -6.406
H 2.557 4.010 -5.337
H 0.401 4.190 -6.279
H 0.531 1.529 -6.082
C -5.146 -1.487 0.298
C -6.140 -1.735 -0.857
O -6.914 -0.584 -1.093
O -5.760 -1.697 1.566
H -4.601 -0.554 0.153
H -4.329 -2.205 0.233
H -6.756 -2.589 -0.575
H -5.631 -1.992 -1.786
H -7.478 -0.543 -0.318
H -6.688 -1.451 1.562
C 0.690 1.396 3.052
C 0.013 0.168 3.702
O 0.788 -0.285 4.798
O 0.979 2.372 4.125
H 0.111 1.942 2.308
H 1.613 1.119 2.542
H -0.178 -0.639 2.995
H -0.845 0.436 4.318
H 0.470 0.051 5.638
H 1.628 2.976 3.757
C -4.167 1.918 2.113
C -4.172 1.627 3.639
O -4.736 2.708 4.338
O -3.242 2.973 1.902
H -5.171 2.194 1.790
H -3.850 1.042 1.547
H -3.166 1.418 4.005
H -4.786 0.743 3.813
H -5.343 2.310 4.966
H -3.698 3.803 2.059
C 4.614 -0.069 1.408
C 4.102 -0.927 2.559
O 5.146 -1.884 2.866
O 5.726 0.612 1.819
H 3.810 0.640 1.209
H 4.770 -0.642 0.494
H 3.160 -1.438 2.359
H 3.843 -0.361 3.454
H 5.922 -1.333 2.991
H 6.045 1.188 1.120
C -0.935 0.632 -0.528
C 0.627 0.334 -0.641
O 1.284 1.439 -1.199
O -1.552 -0.307 0.394
H -1.521 0.710 -1.444
H -0.947 1.537 0.079
H 0.752 -0.552 -1.263
H 1.002 0.215 0.376
H 2.204 1.201 -1.330
H -1.658 -1.165 -0.023
C 1.831 -3.261 -0.662
C 1.330 -4.661 -0.447
O -0.040 -4.618 -0.083
O 3.236 -3.161 -0.903
H 1.665 -2.618 0.202
H 1.341 -2.857 -1.548
H 1.868 -5.058 0.414
H 1.520 -5.328 -1.288
H -0.250 -5.473 0.299
H 3.436 -3.343 -1.824
C -2.979 -4.319 2.293
C -2.838 -2.770 2.721
O -4.044 -2.401 3.390
O -4.080 -4.450 1.387
H -3.227 -4.888 3.189
H -2.161 -4.855 1.812
H -2.677 -2.118 1.863
H -2.028 -2.721 3.449
H -4.656 -2.199 2.679
H -4.912 -4.399 1.863
C 2.375 5.070 -0.752
C 3.335 6.051 -1.476
O 2.669 7.309 -1.587
O 1.433 4.567 -1.688
H 1.947 5.526 0.141
H 2.906 4.196 -0.377
H 3.614 5.789 -2.497
H 4.283 6.214 -0.963
H 1.922 7.070 -2.140
H 1.311 3.623 -1.565
C -2.259 -3.270 -1.924
C -3.051 -4.571 -1.705
O -4.367 -4.362 -1.378
O -1.795 -2.765 -0.674
H -2.765 -2.445 -2.426
H -1.369 -3.581 -2.470
H -2.567 -5.169 -0.933
H -2.944 -5.080 -2.662
H -4.474 -4.497 -0.434
H -1.308 -3.491 -0.276
C 4.948 1.490 -2.276
C 5.663 2.380 -1.190
O 6.752 1.711 -0.590
O 4.006 0.660 -1.698
H 5.720 0.886 -2.754
H 4.552 2.183 -3.018
H 4.882 2.716 -0.508
H 6.041 3.251 -1.724
H 7.499 1.684 -1.193
H 3.729 0.136 -2.454

Record 9
26
Properties=species:S:1:pos:R:3 method="wB97M-V/def2-TZVPD" energy_ev=-16036.3847 lumo_energy_ev="-5.49 / -5.38" homo_lumo_gap_ev="7.9 / 7.9" total_charge=+1 relative_energy_kcal_mol=197.3 fmax_ev_per_a=5.02
C -1.187 0.531 0.057
C -2.535 0.727 0.132
C 1.217 0.862 -0.083
C 1.210 -0.793 0.030
C 2.445 -1.394 -0.774
C 1.523 -1.251 1.460
C -0.271 2.670 -0.547
N -0.194 1.274 -0.277
N -3.373 -0.223 -0.023
N 0.076 -1.291 -0.542
O -2.827 -1.471 0.013
O -4.582 -0.083 -0.028
H -2.944 1.724 0.189
H 1.771 1.254 0.757
H 1.850 1.308 -0.905
H 2.214 -1.121 -1.792
H 2.353 -2.411 -0.695
H 3.361 -0.959 -0.438
H 1.129 -2.353 1.476
H 1.000 -0.576 2.221
H 2.612 -1.302 1.682
H -1.322 3.044 -0.812
H -0.117 3.179 0.448
H 0.509 2.875 -1.281
H -3.426 -2.110 -0.263
H -0.493 -2.108 -0.005